Entry 1:
Below is C24H32EuN14O3PS3 as an isolated structure at a distorted geometry, with properties calculated with ωB97M-V/def2-TZVPD.

Output
LUMO (alpha / beta)   3.774 / 3.772 eV
E   -4172.4662 Eh
Molar mass   843.8 g/mol
Orbital gap (alpha / beta)   3.87 / 4.03 eV
Expectation value of S²   12.0232

Structure (ORCA input):
```
! RIJCOSX wB97M-V def2-TZVPD def2/J DEFGRID3
* xyz -2 7
Eu 0.129 0.475 -0.847
N 0.349 3.467 2.255
C -0.929 3.183 1.804
C -1.917 4.052 2.388
C -3.237 3.863 2.138
C -3.590 2.803 1.263
C -2.567 2.026 0.739
N -1.232 2.203 0.959
C 1.594 2.997 1.857
C 2.644 3.574 2.621
C 3.950 3.264 2.353
C 4.229 2.370 1.277
C 3.117 1.787 0.641
N 1.812 2.099 0.880
H 0.369 4.282 2.867
H -1.585 4.830 3.080
H -4.009 4.456 2.648
H -4.621 2.579 0.979
H -2.786 1.192 0.074
H 2.359 4.255 3.421
H 4.740 3.668 2.992
H 5.254 2.133 0.943
H 3.259 0.987 -0.086
C -1.945 -5.315 -1.611
C -1.916 -4.692 -0.260
O -2.988 -3.698 -0.169
P -2.733 -2.081 -0.321
S -1.904 -1.274 1.300
S -1.729 -1.672 -1.971
O -4.321 -1.634 -0.513
C -5.238 -2.002 0.566
C -5.503 -0.741 1.352
H -1.136 -6.054 -1.650
H -1.758 -4.565 -2.375
H -2.902 -5.828 -1.803
H -0.952 -4.189 -0.055
H -2.116 -5.416 0.536
H -4.745 -2.800 1.159
H -6.128 -2.372 0.037
H -4.537 -0.392 1.773
H -6.268 -0.906 2.138
H -5.892 0.030 0.685
N 0.304 3.711 -3.005
C -0.982 3.187 -2.935
N -2.010 3.884 -3.438
N -3.062 3.136 -3.198
N -2.722 2.021 -2.570
N -1.378 2.007 -2.362
C 1.502 2.992 -2.997
N 2.641 3.496 -3.517
N 3.543 2.550 -3.275
N 3.020 1.531 -2.677
N 1.702 1.810 -2.414
H 0.387 4.561 -3.583
C 0.702 -0.594 -4.990
C 1.237 -1.551 -3.952
O 1.626 -0.929 -2.706
H 0.409 -1.172 -5.863
H 1.448 0.133 -5.319
H -0.206 -0.072 -4.639
H 2.107 -2.085 -4.387
H 0.465 -2.273 -3.670
H 2.382 -0.337 -2.894
N 3.761 -3.182 4.877
C 4.128 -3.313 3.554
S 5.517 -4.165 3.094
C 3.220 -2.614 2.591
C 2.377 -1.553 2.964
C 1.556 -0.973 1.983
N 1.604 -1.288 0.688
C 2.377 -2.318 0.314
C 3.196 -2.989 1.224
H 4.382 -3.689 5.500
H 2.776 -3.134 5.136
H 2.347 -1.057 3.961
H 0.865 -0.213 2.275
H 2.299 -2.683 -0.697
H 3.858 -3.780 0.859
*
```

Entry 2:
Below is a 2-piece molecular cluster, C6H10O overall at a distorted geometry, with properties calculated with ωB97M-V/def2-TZVPD.

Output
LUMO   1.207 eV
E   -309.8168 Eh
Molar mass   98.1 g/mol
Orbital gap   11.41 eV
Energy relative to the best compared isomer or geometry (same formula, charge and spin)   16.0 kcal/mol

Structure (ORCA input):
```
! RIJCOSX wB97M-V def2-TZVPD def2/J DEFGRID3
* xyz 0 1
O 1.873 -0.893 3.090
C 2.843 -1.104 2.537
C 1.647 -0.207 -0.566
C 0.485 0.358 0.249
C -0.726 0.642 -0.611
C -1.678 -0.473 -0.942
C -2.105 0.635 -0.019
H 2.525 -0.413 0.057
H 1.956 0.499 -1.347
H 1.355 -1.140 -1.060
H 0.800 1.277 0.762
H 0.201 -0.352 1.038
H -0.552 1.368 -1.405
H -2.114 -0.514 -1.936
H -1.480 -1.448 -0.502
H -2.830 1.357 -0.385
H -2.200 0.407 1.040
*
```

Entry 3:
Below is C22H29IrN2O2Sb as an isolated structure at a distorted geometry, with properties calculated with ωB97M-V/def2-TZVPD.

Output
LUMO (alpha / beta)   -4.607 / -4.598 eV
E   -1459.9865 Eh
Molar mass   667.5 g/mol
Orbital gap (alpha / beta)   6.05 / 6.05 eV
Energy relative to the best compared isomer or geometry (same formula, charge and spin)   33.1 kcal/mol

Structure (ORCA input):
```
! RIJCOSX wB97M-V def2-TZVPD def2/J DEFGRID3
* xyz 1 1
Ir -0.814 -0.292 0.168
O -0.662 -1.369 1.972
C -1.674 -1.607 2.715
C -1.618 -1.284 4.097
C -2.677 -1.520 4.928
C -3.859 -2.084 4.431
C -3.957 -2.400 3.096
C -2.894 -2.182 2.207
C -3.094 -2.393 0.813
N -2.298 -2.009 -0.133
C -2.701 -2.198 -1.515
C -1.712 -1.497 -2.459
N -1.440 -0.178 -1.944
C -1.285 0.837 -2.717
C -1.098 2.194 -2.311
C -0.958 3.165 -3.317
C -0.889 4.508 -3.033
C -1.002 4.939 -1.708
C -1.093 4.025 -0.691
C -1.100 2.623 -0.937
O -1.090 1.826 0.063
H -0.701 -0.842 4.454
H -2.608 -1.259 5.973
H -4.694 -2.252 5.092
H -4.882 -2.799 2.706
H -4.038 -2.876 0.548
H -2.743 -3.267 -1.754
H -3.698 -1.769 -1.675
H -0.774 -2.064 -2.486
H -2.129 -1.455 -3.473
H -1.316 0.682 -3.800
H -0.903 2.831 -4.344
H -0.766 5.225 -3.829
H -1.006 5.996 -1.486
H -1.156 4.335 0.341
C 3.193 -2.690 -1.099
C 3.188 -1.202 -1.389
Sb 1.915 -0.041 -0.038
C 3.210 0.010 1.717
C 3.038 -1.191 2.627
C 2.281 1.949 -0.849
C 3.747 2.279 -1.059
H 3.767 -3.209 -1.864
H 2.187 -3.103 -1.090
H 3.659 -2.894 -0.139
H 2.840 -1.004 -2.403
H 4.191 -0.793 -1.274
H 2.983 0.935 2.248
H 4.230 0.059 1.333
H 1.999 -1.316 2.926
H 3.639 -1.060 3.526
H 3.367 -2.105 2.137
H 1.823 2.655 -0.156
H 1.738 2.013 -1.793
H 4.296 2.241 -0.120
H 3.837 3.287 -1.461
H 4.204 1.594 -1.768
*
```

Entry 4:
Below is C49H41N10O2SSbW as an isolated structure at a distorted geometry, with properties calculated with ωB97M-V/def2-TZVPD.

Output
LUMO   -7.917 eV
E   -3294.7571 Eh
Molar mass   1139.6 g/mol
Orbital gap   5.26 eV
Energy relative to the best compared isomer or geometry (same formula, charge and spin)   43.9 kcal/mol

Structure (ORCA input):
```
! RIJCOSX wB97M-V def2-TZVPD def2/J DEFGRID3
* xyz 2 1
W -0.560 -0.088 -0.586
N -2.221 0.952 -0.134
N -1.113 0.221 -2.555
C -1.977 -0.811 -2.395
O -2.915 -1.122 -3.082
O -1.610 -1.489 -1.268
H -3.023 1.003 -0.775
H -2.462 1.602 0.619
H -1.386 0.751 -3.387
N -4.470 -1.311 8.016
C -3.835 -1.020 7.108
C -3.052 -0.695 5.975
C -1.665 -0.858 6.022
C -0.903 -0.587 4.908
C -1.523 -0.154 3.731
C -2.912 0.039 3.697
C -3.673 -0.231 4.811
C -0.786 0.030 2.540
C -0.163 0.200 1.493
H -1.197 -1.198 6.934
H 0.170 -0.717 4.934
H -3.389 0.387 2.791
H -4.743 -0.087 4.792
C 0.854 -6.596 -2.189
C 1.791 -5.579 -2.089
C 1.521 -4.465 -1.312
C 0.306 -4.378 -0.638
C -0.634 -5.393 -0.732
C -0.349 -6.509 -1.506
Sb 0.004 -2.649 0.638
C -1.831 -3.076 1.714
C -3.045 -3.106 1.036
C -4.215 -3.348 1.738
C -4.187 -3.519 3.113
C -2.980 -3.465 3.789
C -1.801 -3.250 3.094
C 1.311 -3.325 2.227
C 1.244 -4.659 2.598
C 2.016 -5.119 3.651
C 2.860 -4.253 4.328
C 2.928 -2.923 3.951
C 2.153 -2.455 2.900
H 1.067 -7.463 -2.796
H 2.735 -5.652 -2.608
H 2.258 -3.669 -1.218
H -1.573 -5.318 -0.197
H -1.068 -7.311 -1.568
H -3.081 -2.945 -0.036
H -5.155 -3.408 1.212
H -5.101 -3.699 3.657
H -2.951 -3.597 4.860
H -0.855 -3.232 3.618
H 0.582 -5.328 2.069
H 1.952 -6.154 3.947
H 3.460 -4.615 5.149
H 3.584 -2.251 4.482
H 2.205 -1.410 2.606
C 1.000 3.104 1.472
C 0.784 3.152 0.005
N 0.440 2.136 -0.798
C 0.519 2.647 -2.084
C 0.895 3.950 -2.039
N 1.053 4.259 -0.716
C 1.274 5.611 -0.230
N 0.225 6.457 -0.694
N 0.432 7.343 -1.692
N -0.641 7.902 -2.009
C -1.669 7.409 -1.262
C -3.038 7.669 -1.265
C -3.809 6.944 -0.386
C -3.252 5.996 0.482
C -1.900 5.727 0.504
C -1.114 6.442 -0.386
H 0.704 2.130 1.862
H 0.423 3.872 1.986
H 2.057 3.266 1.694
H 0.331 2.049 -2.955
H 1.056 4.672 -2.814
H 2.212 6.011 -0.631
H 1.316 5.597 0.863
H -3.456 8.407 -1.929
H -4.876 7.098 -0.359
H -3.903 5.468 1.162
H -1.479 4.998 1.180
S 4.631 -0.712 -4.468
C 3.323 -0.594 -3.286
C 2.154 -1.374 -3.385
C 1.208 -1.315 -2.408
N 1.308 -0.495 -1.273
C 2.547 0.138 -1.131
C 3.523 0.111 -2.080
C 4.208 0.594 -5.641
C 3.070 0.539 -6.431
C 2.881 1.557 -7.357
N 3.732 2.551 -7.482
C 4.802 2.625 -6.727
C 5.095 1.652 -5.779
H 2.014 -2.041 -4.221
H 0.336 -1.970 -2.459
H 2.692 0.640 -0.178
H 4.466 0.601 -1.898
H 2.365 -0.274 -6.361
H 2.028 1.563 -8.022
H 5.453 3.476 -6.874
H 5.986 1.714 -5.177
*
```